Record 1
The following is a quantum chemistry calculation of a single C5H8N2 molecule in a non-equilibrium geometry, from OMol25.

```
15
Properties=species:S:1:pos:R:3:forces:R:3:mulliken_charge:R:1
C 0.81377 -0.28299 1.47736 0.1 0.0 0.2 -1.3463
C 0.33999 -0.00273 0.08075 0.2 0.2 0.2 1.5947
C 0.80555 1.28078 -0.58146 0.0 0.0 0.0 -1.3082
N 0.15922 -1.17211 -0.82920 -0.1 -0.1 0.2 -0.4455
C -0.91156 -0.68071 -0.20751 0.8 -0.4 0.1 -0.4476
C -2.24216 -0.89052 -0.03410 0.3 0.5 -0.4 -0.1971
N -2.86974 -0.20537 -0.95890 -0.6 0.4 -0.4 -0.5316
H 0.58349 0.56887 2.12299 0.1 -0.1 0.0 0.3580
H 1.88914 -0.47656 1.47613 0.0 0.1 0.2 0.3467
H 0.27492 -1.15386 1.86180 0.2 0.1 0.1 0.3821
H 1.90121 1.29737 -0.58286 -0.1 0.0 0.0 0.3415
H 0.46623 1.37526 -1.61834 0.0 -0.2 0.2 0.3947
H 0.46158 2.16077 -0.02550 0.0 -0.2 0.0 0.3353
H 0.45695 -2.12799 -0.68910 0.2 -0.1 0.0 0.2907
H -2.12860 0.30978 -1.49206 -1.2 -0.1 -0.3 0.2325
```
Forces are in eV/Å.

Values from the calculation:
Orbital gap (alpha / beta) = 0.2919 / 0.2920 Ha
Charge = 0
Calculated total energy = -304.63810 hartree



Record 2
The following is a quantum chemistry calculation of a single C5H8N2 molecule in a non-equilibrium geometry, from OMol25.

```
15
Properties=species:S:1:pos:R:3:forces:R:3:mulliken_charge:R:1
C 1.64164 0.53310 -1.24137 0.1 0.0 0.0 -1.3050
C 0.31432 0.10553 -0.64983 -0.1 0.2 -0.2 0.3041
C 0.03190 -1.28338 -0.20589 0.0 -0.2 -0.1 -0.5449
N 0.28042 -0.23744 0.76578 0.1 0.1 0.1 -0.3221
C -0.83829 0.19573 1.58514 0.0 0.0 0.2 -0.4470
C -2.06713 0.60073 0.85981 -0.8 0.3 -0.5 0.3575
N -2.99627 0.95823 0.26897 0.9 -0.4 0.6 -0.4239
H 2.21345 1.11528 -0.51276 -0.1 0.0 -0.1 0.2750
H 1.49225 1.14810 -2.13498 0.0 -0.1 0.2 0.3401
H 2.24673 -0.33046 -1.53326 -0.1 0.1 0.1 0.3079
H -0.55827 0.64009 -1.02335 0.1 0.0 0.1 0.3488
H -0.98565 -1.65719 -0.30047 0.1 0.0 -0.1 0.2860
H 0.81560 -2.03405 -0.26833 -0.1 0.1 0.0 0.2633
H -1.08817 -0.61967 2.27136 -0.1 0.1 -0.1 0.2825
H -0.52747 1.04850 2.19942 0.0 -0.1 -0.1 0.2779
```
Forces are in eV/Å.

Values from the calculation:
Orbital gap = 0.3988 Ha
Charge = 0
Calculated total energy = -304.77269 hartree



Record 3
The following is a quantum chemistry calculation of 2 unconnected molecules or ions with the total composition C5H8N2, from OMol25.

```
15
Properties=species:S:1:pos:R:3:forces:R:3:mulliken_charge:R:1
N 0.11869 -0.13685 -2.00382 0.2 -0.1 0.0 -0.5403
C -0.60400 -1.26978 -1.52225 -0.2 0.1 -0.3 0.0994
C -0.71576 -1.58350 -0.12548 0.2 -0.3 0.0 -0.2364
N 0.08359 -2.36048 -0.71357 -0.2 0.3 0.3 -0.4622
C -0.08666 1.47381 0.72604 -0.1 0.0 0.2 -0.4011
C 1.26570 1.02222 1.20951 0.4 -0.1 0.0 -0.5391
C 0.01273 1.26783 1.99712 -0.1 0.1 -0.2 -0.3069
H 0.56358 -0.35203 -2.89148 -0.1 0.0 0.1 0.2474
H 0.84820 0.13260 -1.34945 -0.1 0.0 -0.1 0.1893
H -1.36387 -1.60871 -2.22629 0.1 0.0 0.1 0.3891
H -0.66047 1.74461 -0.14712 0.1 0.0 0.2 0.4242
H 1.59876 -0.00531 1.02581 -0.1 0.2 0.0 0.2511
H 2.08960 1.73860 1.26431 -0.1 -0.1 0.0 0.2131
H -0.42862 1.26027 2.98125 0.0 0.0 -0.2 0.3589
H -1.08219 -1.39952 0.88004 0.1 0.0 -0.2 0.3136
```
Forces are in eV/Å.

Values from the calculation:
Orbital gap = 0.3738 Ha
Charge = 0
Calculated total energy = -304.65191 hartree



Record 4
The following is a quantum chemistry calculation of a single C5H8N2 molecule in a non-equilibrium geometry, from OMol25.

```
15
Properties=species:S:1:pos:R:3:forces:R:3:mulliken_charge:R:1
C 2.13285 0.87803 0.33758 -2.6 -0.6 -0.7 -0.6409
C 0.75442 1.11521 0.78642 0.5 -2.5 -1.7 -0.4779
C 2.13741 -0.34376 -0.32312 -0.9 1.2 2.1 -0.4874
C 0.03630 -0.03163 0.37573 -2.9 1.5 2.6 0.1464
C -2.21302 -0.36055 -0.52189 -1.6 -1.3 -3.6 -0.8101
N 0.88351 -0.89663 -0.13617 1.6 0.4 -0.9 0.0187
N -1.47767 -0.42592 0.65592 5.2 0.0 0.3 -0.3455
H 2.89678 1.59767 0.26622 0.9 0.6 0.4 0.4121
H 0.29678 1.93641 1.25549 -0.1 1.0 0.5 0.4175
H 2.96292 -0.94396 -0.56343 0.8 -0.6 -0.7 0.3826
H -1.90732 -1.19090 -1.22827 -0.2 0.8 0.7 0.2369
H -3.31343 -0.52747 -0.44085 0.8 0.1 0.6 0.3181
H -2.09866 0.55670 -1.09561 0.1 0.4 -0.1 0.3193
H 0.61290 -1.70310 -0.58526 -0.7 -2.1 -0.9 0.1945
H -1.70376 0.33989 1.21723 -0.8 1.2 1.4 0.3156
```
Forces are in eV/Å.

Values from the calculation:
Orbital gap = 0.3337 Ha
Charge = 0
Calculated total energy = -304.77637 hartree



Record 5
The following is a quantum chemistry calculation of a single C5H8N2 molecule in a non-equilibrium geometry, from OMol25.

```
15
Properties=species:S:1:pos:R:3:forces:R:3:mulliken_charge:R:1
C 0.51079 -0.72145 0.10467 -1.7 0.0 0.7 0.5785
C -1.69621 1.94083 -0.64683 -0.5 1.1 -0.1 -0.9247
C -1.00148 1.07215 0.03766 0.6 -0.5 -1.7 0.1408
C 1.50481 -1.73336 0.26583 0.2 -2.5 -0.8 -0.4623
C 0.67627 -1.21107 1.49948 -1.4 -1.0 -0.2 -0.7828
N 0.37711 0.53993 -1.80778 2.9 -2.9 0.1 -1.1285
N 0.00393 0.26766 -0.60271 0.6 -0.4 0.1 0.6751
H -2.48565 2.52094 -0.18726 0.1 -0.1 0.1 0.2364
H -1.46628 2.20003 -1.67737 -0.2 -0.2 0.3 0.2505
H -1.05945 0.77785 1.01448 -0.8 -0.3 2.4 0.3885
H 1.33809 -2.89160 0.01288 -0.2 2.7 0.4 0.1676
H 2.52083 -1.49712 -0.06219 0.0 0.2 0.9 0.2374
H 1.01476 -0.50806 2.22297 0.9 0.4 0.4 0.2603
H -0.06005 -1.94437 2.05866 1.3 1.2 -1.7 0.1881
H -0.17748 1.18766 -2.23250 -1.9 2.1 -0.9 0.1752
```
Forces are in eV/Å.

Values from the calculation:
Orbital gap (alpha / beta) = 0.2858 / 0.2858 Ha
Charge = 0
Calculated total energy = -304.62851 hartree



Record 6
The following is a quantum chemistry calculation of a single C5H8N2 molecule in a non-equilibrium geometry, from OMol25.

```
15
Properties=species:S:1:pos:R:3:forces:R:3:mulliken_charge:R:1
C 1.59236 -0.71426 1.59939 0.3 0.0 0.1 -0.7482
N 0.92627 -0.42163 0.35448 0.3 0.1 -0.1 0.6483
C 0.85131 0.74294 -0.31242 -0.5 0.0 0.5 -0.3727
C -0.24401 0.63509 -1.22670 -0.9 -0.4 0.6 0.1933
C -1.80322 0.96204 -0.85608 0.1 0.8 -0.2 -1.0657
C -0.50298 -0.74287 -1.11512 0.3 -1.1 -0.1 -0.5068
N 0.06142 -1.34939 -0.10044 0.5 -0.6 -0.6 -0.9220
H 2.18386 -1.62175 1.49271 0.1 0.1 0.1 0.2560
H 0.81790 -0.87925 2.35817 0.2 0.0 -0.1 0.2909
H 2.20910 0.13367 1.89774 0.0 -0.1 -0.1 0.3080
H 1.69947 1.42107 -0.17422 -0.9 0.3 0.2 0.3930
H -2.43716 1.19885 -1.70836 0.2 0.4 -0.1 0.2859
H -1.80698 1.74108 -0.10445 -0.1 0.5 -0.2 0.3364
H -2.33423 0.12041 -0.34458 0.7 0.5 -0.4 0.3288
H -1.21312 -1.22599 -1.76012 -0.3 -0.4 0.3 0.5747
```
Forces are in eV/Å.

Values from the calculation:
Orbital gap = 0.3228 Ha
Charge = 0
Calculated total energy = -304.69894 hartree



Record 7
The following is a quantum chemistry calculation of a molecular structure, C5H8N2, from OMol25.

```
15
Properties=species:S:1:pos:R:3:forces:R:3:mulliken_charge:R:1
C 2.25153 -0.61492 -0.03504 0.0 0.0 0.0 -0.8628
N 0.93766 -0.08013 0.29745 -0.1 -0.1 0.0 0.7368
C 0.60198 1.33928 0.07111 -0.3 -0.3 0.2 -0.6997
C -0.66487 1.34989 0.70407 0.0 0.0 -0.3 -0.2997
C -1.08353 0.03161 0.89725 0.0 0.0 -0.3 0.2010
C -1.99634 -0.44832 -0.09792 -0.1 0.0 0.1 -0.5696
N 0.04319 -0.82186 0.80466 0.1 0.4 -0.3 -0.6566
H 2.58346 -0.11934 -0.94932 -0.1 -0.1 0.2 0.3140
H 2.18228 -1.69731 -0.16086 0.0 0.2 0.0 0.3152
H 2.95249 -0.37158 0.76935 -0.1 0.0 -0.1 0.3154
H -0.32059 0.65124 -1.16956 0.0 0.0 0.3 0.2136
H -1.35874 2.18156 0.61837 0.2 -0.2 0.0 0.3931
H -1.10312 -0.07171 -1.15280 0.0 0.0 0.0 -0.0338
H -2.83375 0.18707 -0.39283 0.3 -0.1 0.1 0.3249
H -2.19164 -1.51551 -0.20394 0.1 0.2 0.1 0.3084
```
Forces are in eV/Å.

Values from the calculation:
Orbital gap = 0.2891 Ha
Charge = 0
Calculated total energy = -304.56267 hartree



Record 8
The following is a quantum chemistry calculation of a single C5H8N2 molecule, from OMol25.

```
15
Properties=species:S:1:pos:R:3:forces:R:3:mulliken_charge:R:1
C 2.39224 -0.63028 0.05464 0.1 0.0 0.0 -0.7235
N 1.06674 -0.05964 -0.01300 0.1 0.2 0.0 0.7065
C 0.72466 1.22707 -0.24942 0.0 -0.1 0.0 -0.1827
C -0.64962 1.28414 -0.22180 0.0 0.0 0.0 -0.8077
C -1.05527 -0.04400 0.04145 -0.1 0.0 0.0 0.6370
C -2.44766 -0.58127 0.16685 0.0 0.0 0.0 -1.0165
N -0.00396 -0.84668 0.16855 -0.1 0.2 0.0 -0.9743
H 3.12639 0.17314 -0.03317 -0.1 -0.1 0.0 0.2817
H 2.54055 -1.34528 -0.75881 0.0 0.1 0.1 0.2687
H 2.52830 -1.14343 1.00897 0.0 0.1 -0.1 0.2694
H 1.47575 1.98921 -0.40827 -0.1 -0.1 0.0 0.3555
H -1.27606 2.15388 -0.36476 0.1 -0.1 0.0 0.3568
H -2.91331 -0.72513 -0.81502 0.1 0.0 0.1 0.2241
H -3.08215 0.10650 0.73473 0.1 -0.1 -0.1 0.2945
H -2.42940 -1.54700 0.67818 0.0 0.1 -0.1 0.3105
```
Forces are in eV/Å.

Values from the calculation:
Orbital gap = 0.3669 Ha
Charge = 0
Calculated total energy = -304.81902 hartree



Record 9
The following is a quantum chemistry calculation of a single C5H8N2 molecule, from OMol25.

```
15
Properties=species:S:1:pos:R:3:forces:R:3:mulliken_charge:R:1
C 0.73553 1.94751 -1.16914 -0.1 0.2 -0.4 -1.0656
C 0.56177 0.66308 0.00090 0.3 0.0 0.1 0.6837
C 1.78112 1.15960 0.04626 -0.4 -0.2 0.2 -0.4063
N 0.35838 -1.63649 1.62592 -0.3 0.0 -0.1 -0.6280
C -0.56654 -1.35344 0.78713 0.2 0.1 0.1 0.3635
N -1.70877 -2.12240 0.55306 0.0 -0.1 -0.1 -0.4969
C -0.53336 -0.10306 0.00829 0.0 0.0 0.0 -0.5638
H 0.85461 1.49502 -2.15106 0.0 0.0 0.2 0.2417
H -0.27490 2.34919 -1.02055 0.1 -0.1 0.1 0.3813
H 1.40831 2.80150 -1.07824 -0.1 0.0 0.0 0.3416
H 2.05013 1.88778 0.80950 0.0 -0.1 -0.1 0.1983
H 0.19103 -2.54890 2.05456 0.1 0.1 -0.1 0.1894
H -2.09862 -2.07100 -0.37730 0.1 0.1 0.1 0.2258
H -1.66033 -3.07251 0.89490 0.0 0.1 0.0 0.2255
H -1.42248 0.21013 -0.52610 0.1 0.0 0.0 0.3099
```
Forces are in eV/Å.

Values from the calculation:
Orbital gap = 0.3209 Ha
Charge = 0
Calculated total energy = -304.67132 hartree



Record 10
The following is a quantum chemistry calculation of a single C5H8N2 molecule in a non-equilibrium geometry, from OMol25.

```
15
Properties=species:S:1:pos:R:3:forces:R:3:mulliken_charge:R:1
C 1.14899 0.46359 1.87512 0.0 0.1 0.1 -1.0651
C 1.28104 0.20683 0.41515 0.9 0.2 0.5 -0.2623
C 0.34304 -0.69287 -0.24501 -0.5 -0.6 0.3 -0.7600
N -0.96617 0.00255 -0.28459 0.1 0.2 -0.2 -0.2152
C -1.99633 -0.37708 -1.24790 0.2 0.1 -0.3 -0.2318
C -1.01564 0.74912 -1.48243 -0.5 -0.5 0.5 0.3407
N -0.25836 1.47435 -2.10026 -0.2 0.3 -0.4 -0.5188
H 0.40203 -0.20123 2.32375 0.1 0.1 0.0 0.3107
H 0.83322 1.49302 2.09214 0.0 -0.1 -0.1 0.2412
H 2.10793 0.31861 2.39330 -0.2 0.0 -0.1 0.3516
H 2.15061 0.58182 -0.11328 -0.2 0.0 0.0 0.4630
H 0.67634 -0.98517 -1.25011 -0.1 0.0 0.1 0.4546
H 0.17337 -1.57590 0.38630 0.1 -0.1 -0.2 0.4010
H -1.86607 -1.27765 -1.84800 0.1 0.1 0.0 0.2512
H -3.01403 -0.18001 -0.91419 0.2 0.1 -0.2 0.2394
```
Forces are in eV/Å.

Values from the calculation:
Orbital gap (alpha / beta) = 0.2740 / 0.3406 Ha
Charge = 0
Calculated total energy = -304.64014 hartree



Record 11
The following is a quantum chemistry calculation of a single C5H8N2 molecule, from OMol25.

```
15
Properties=species:S:1:pos:R:3:forces:R:3:mulliken_charge:R:1
C 2.07304 0.78445 -0.10723 0.2 -0.1 0.0 -1.3964
C 0.60934 0.50556 0.10347 0.2 0.2 -0.3 0.2823
N 0.04344 -0.73941 0.68925 0.0 0.0 0.2 -0.5345
C -1.37513 -0.32953 0.88602 -0.2 0.1 0.2 -0.2420
C -2.07131 -0.87191 -0.32837 0.0 0.1 -0.2 -0.2493
N -1.27317 -0.89490 -1.32016 -0.2 0.2 0.3 -0.5363
C 0.03266 -0.62078 -0.76644 0.3 0.3 -0.2 0.1890
H 2.18788 1.87359 -0.13755 0.2 -0.2 0.0 0.3554
H 2.70058 0.38303 0.69250 0.0 0.0 0.0 0.2973
H 2.41285 0.39425 -1.07166 0.1 0.0 0.2 0.3445
H -1.42125 0.74120 0.59751 -0.5 -0.1 0.7 0.1659
H 0.15461 1.34784 0.61621 -0.2 0.1 -1.0 0.2255
H -1.76542 -0.43222 1.89495 0.0 -0.5 -0.1 0.4059
H -3.14310 -1.03695 -0.42811 0.2 0.0 0.0 0.3611
H 0.83499 -1.10423 -1.32041 -0.1 -0.1 0.2 0.3316
```
Forces are in eV/Å.

Values from the calculation:
Orbital gap = 0.3664 Ha
Charge = 0
Calculated total energy = -304.72390 hartree



Record 12
The following is a quantum chemistry calculation of a single C5H8N2 molecule, from OMol25.

```
15
Properties=species:S:1:pos:R:3:forces:R:3:mulliken_charge:R:1
C -2.16457 0.43116 0.24913 0.4 0.0 -0.6 -1.1334
C -1.19774 -0.31664 -0.67642 -0.4 0.0 -0.2 -0.0759
C 0.24959 -0.17832 -0.34918 -0.2 0.2 0.3 0.3345
C 0.79675 0.20404 0.84248 0.0 -0.6 0.4 -0.4308
N 2.15908 0.12445 0.66048 0.4 0.0 0.1 -0.0399
C 2.36653 -0.26525 -0.60825 0.0 -0.5 -0.5 -0.2894
N 1.24407 -0.45819 -1.24775 -0.1 0.0 -0.4 -0.6337
H -1.97520 0.17166 1.28592 -0.2 -0.1 0.2 0.2796
H -2.05698 1.50837 0.13598 0.1 0.1 0.1 0.3001
H -3.18077 0.17418 -0.04851 -0.1 0.0 0.3 0.3589
H -1.35098 0.01239 -1.70890 0.1 0.0 0.1 0.2609
H -1.49622 -1.37004 -0.66198 0.2 -0.1 -0.1 0.2036
H 0.36693 0.20482 1.82791 0.0 0.6 0.0 0.2954
H 2.90647 0.28030 1.31219 -0.2 0.1 0.2 0.1715
H 3.33304 -0.52293 -1.01310 0.1 0.4 0.1 0.3986
```
Forces are in eV/Å.

Values from the calculation:
Orbital gap = 0.3510 Ha
Charge = 0
Calculated total energy = -304.83385 hartree



What did we get for energy above the lowest of the compared OMol25 structures with the same formula, charge and spin? Answer: 5.371; 1.709; 4.996; 1.609; 5.632; 3.716; 7.424; 0.448; 4.467; 5.316; 3.037; 0.045 eV, in the order shown.